# 1
The following is a quantum chemistry calculation of a structure of composition C23H23AsAuClN5O7S in a non-equilibrium geometry, from OMol25.

Positions of all 62 atoms, in Å:
Au  1.723  1.284  -2.710
C  -2.744  -6.222  7.816
O  -1.946  -5.052  7.895
C  -1.663  -4.376  6.775
C  -2.079  -4.742  5.493
C  -1.723  -3.969  4.406
C  -0.955  -2.814  4.561
C  -0.541  -2.456  5.850
C  -0.890  -3.219  6.937
C  -0.613  -2.034  3.387
N  -0.985  -2.330  2.157
C  -0.428  -1.383  1.360
C  0.305  -0.473  2.117
N  0.165  -0.902  3.407
C  1.054  0.587  1.538
C  1.813  1.549  2.231
C  2.525  2.487  1.522
C  2.529  2.434  0.125
N  1.815  1.543  -0.525
C  1.046  0.655  0.131
C  0.222  -0.220  -0.652
N  0.183  -0.016  -1.986
C  -0.539  -0.805  -2.760
C  -1.263  -1.884  -2.249
C  -1.244  -2.118  -0.893
C  -0.512  -1.259  -0.059
H  -2.852  -6.570  8.839
H  -2.259  -6.995  7.216
H  -3.729  -6.002  7.399
H  -2.684  -5.624  5.342
H  -2.034  -4.247  3.409
H  0.059  -1.569  6.012
H  -0.584  -2.947  7.938
H  0.572  -0.481  4.224
H  1.831  1.550  3.312
H  3.087  3.259  2.027
H  3.118  3.124  -0.466
H  -0.521  -0.571  -3.818
H  -1.816  -2.522  -2.921
H  -1.770  -2.949  -0.443
C  -1.222  3.426  -4.089
As  -0.153  2.426  -5.347
C  -1.462  1.285  -6.225
C  0.537  3.464  -6.819
O  0.914  1.303  -4.698
H  -2.169  3.673  -4.566
H  -0.720  4.339  -3.788
H  -1.386  2.803  -3.211
H  -2.071  1.876  -6.908
H  -2.099  0.809  -5.480
H  -0.927  0.518  -6.782
H  -0.308  3.961  -7.294
H  1.009  2.781  -7.523
H  1.257  4.186  -6.454
O  1.397  6.040  -2.833
Cl  1.901  4.728  -2.915
O  3.289  4.665  -2.484
O  1.835  4.234  -4.265
O  1.145  3.833  -2.077
O  5.669  3.095  -3.252
S  4.326  3.002  -3.757
N  3.558  1.834  -3.177

Cartesian forces, eV/Å:
-0.889 0.017 -0.851
-0.068 -0.085 -0.067
0.025 0.021 0.210
0.084 0.213 -0.343
-0.085 -0.170 0.205
0.149 0.294 -0.093
-0.099 -0.200 0.339
-0.057 -0.008 -0.224
-0.039 -0.090 0.171
0.020 0.061 -0.363
-0.137 -0.177 0.034
0.353 0.385 0.425
-0.292 -0.297 -0.471
0.009 -0.003 0.106
0.096 0.091 -0.119
0.067 0.077 -0.221
-0.198 -0.177 0.188
0.276 0.258 -0.139
0.544 -0.198 -1.097
-0.142 -0.185 0.436
-0.156 -0.276 0.221
0.379 0.517 -0.364
-0.032 0.000 -0.239
-0.006 -0.006 0.250
0.024 0.092 -0.094
0.116 0.109 -0.075
-0.015 -0.022 -0.033
0.024 0.029 0.014
0.016 0.026 0.021
0.029 -0.005 -0.010
-0.051 -0.046 0.006
0.002 0.019 0.058
0.031 0.006 -0.002
-0.008 -0.051 0.040
0.013 0.032 0.014
0.077 -0.010 -0.039
0.003 -0.038 -0.069
0.060 -0.051 0.010
-0.011 0.020 -0.031
-0.057 -0.004 -0.033
0.346 0.105 -0.031
-1.359 0.560 -0.843
0.350 0.011 0.212
0.205 -0.097 0.365
1.346 -0.838 1.608
0.004 -0.138 -0.071
0.029 -0.011 0.003
-0.029 -0.013 -0.038
0.008 0.028 0.043
-0.004 0.046 -0.002
-0.010 0.030 -0.023
-0.026 -0.021 0.052
-0.046 -0.046 0.038
0.008 0.061 -0.021
-0.210 0.488 0.047
0.590 0.307 0.356
-0.258 0.660 0.434
-0.259 -0.193 -0.701
-0.657 -0.225 0.450
0.156 -0.473 0.136
-0.170 0.216 -1.065
-0.064 -0.627 1.276

Summary:
- Kohn-Sham gap (alpha / beta) (eV) = 5.169 / 5.177
- LUMO level (alpha / beta) (eV) = -5.2202 / -5.2126
- E_HOMO (alpha / beta) (Eh) = -0.382 / -0.382
- 2S+1 = 1
- total charge = +1
- relative energy (zero: lowest compared OMol25 entry of this formula, charge and spin) (kcal/mol) = 39.1


# 2
The following is a quantum chemistry calculation of a structure of composition C23H23AsBiOP in a non-equilibrium geometry, from OMol25.

Positions of all 50 atoms, in Å:
C  -0.412  0.338  -5.327
C  -1.223  1.351  -4.722
C  -0.346  2.223  -3.970
C  0.999  1.755  -4.165
C  0.950  0.590  -4.980
Bi  -0.548  -0.002  -2.498
P  0.014  -2.762  -2.360
H  -0.761  -0.425  -6.026
H  -2.295  1.498  -4.870
H  -0.638  3.157  -3.488
H  1.814  0.057  -5.376
H  1.899  2.269  -3.829
H  1.196  -3.344  -2.940
H  -1.027  -3.496  -3.023
H  -0.017  -3.349  -1.044
O  0.628  0.357  -0.749
As  0.182  0.058  0.933
C  -1.490  -0.998  1.063
C  -2.399  -1.205  0.018
C  -3.510  -2.028  0.219
C  -3.792  -2.543  1.486
C  -2.929  -2.271  2.552
C  -1.767  -1.516  2.335
C  1.826  -0.799  1.499
C  1.806  -2.057  2.125
C  3.015  -2.647  2.514
C  4.230  -1.997  2.261
C  4.242  -0.769  1.586
C  3.040  -0.178  1.180
C  -0.146  1.850  1.579
C  -1.384  2.173  2.157
C  -1.606  3.478  2.613
C  -0.604  4.449  2.480
C  0.613  4.125  1.864
C  0.840  2.826  1.394
H  -2.271  -0.726  -0.972
H  -4.156  -2.258  -0.630
H  -4.685  -3.150  1.641
H  -3.147  -2.639  3.552
H  -1.087  -1.317  3.167
H  0.856  -2.564  2.302
H  3.001  -3.612  3.024
H  5.169  -2.446  2.593
H  5.186  -0.263  1.375
H  3.050  0.758  0.618
H  -2.157  1.409  2.253
H  -2.560  3.727  3.081
H  -0.770  5.459  2.861
H  1.392  4.881  1.751
H  1.776  2.571  0.893

Cartesian forces, eV/Å:
0.057 0.676 0.359
0.857 0.244 -0.118
-0.017 -0.651 -0.666
-0.303 -0.313 -1.401
0.016 1.669 -0.516
-0.439 -0.145 -2.022
-0.465 -0.209 0.301
0.075 0.202 0.357
0.402 -0.146 0.173
0.062 -0.360 -0.088
-0.285 0.003 0.333
-0.273 -0.309 0.107
-0.578 -0.025 0.393
0.669 -0.129 0.318
0.156 -0.311 -0.702
0.162 -0.221 3.564
-0.064 0.660 -3.048
0.343 0.051 0.748
-0.193 0.067 0.123
0.169 0.028 0.391
0.241 0.018 -0.113
0.281 0.258 -0.154
-0.292 -0.308 0.028
-0.233 -0.602 0.526
0.318 0.389 0.015
0.004 0.171 -0.146
-0.318 0.180 -0.053
-0.347 -0.191 0.045
0.043 0.036 0.211
-0.275 -0.053 0.429
0.429 0.172 0.038
0.238 -0.054 -0.147
0.018 -0.355 -0.064
-0.185 -0.263 -0.028
-0.115 0.122 0.276
-0.034 -0.406 0.809
0.095 0.202 0.259
0.240 0.147 0.011
0.033 0.029 -0.199
-0.192 -0.109 -0.140
0.291 0.112 0.038
0.031 0.291 -0.194
-0.318 0.126 -0.139
-0.270 -0.187 0.020
-0.001 -0.348 0.200
0.200 0.244 0.024
0.294 -0.033 -0.170
0.045 -0.325 -0.160
-0.261 -0.196 0.002
-0.312 0.152 0.172

Summary:
- Kohn-Sham gap (alpha / beta) (eV) = 4.122 / 4.118
- LUMO level (alpha / beta) (eV) = -0.1309 / -0.1315
- E_HOMO (alpha / beta) (Eh) = -0.156 / -0.156
- 2S+1 = 1
- total charge = 0
- relative energy (zero: lowest compared OMol25 entry of this formula, charge and spin) (kcal/mol) = 0.0


# 3
The following is a quantum chemistry calculation of a structure of composition C23H23AsOsP in a non-equilibrium geometry, from OMol25.

Positions of all 49 atoms, in Å:
C  1.356  0.462  -0.667
C  1.654  1.320  0.513
C  0.629  2.291  0.759
C  -0.406  2.089  -0.188
C  -0.181  0.843  -1.020
Os  0.026  -1.062  -0.030
P  1.009  -2.933  -0.316
H  2.061  0.051  -1.409
H  2.624  1.363  0.975
H  0.523  2.822  1.709
H  -0.577  0.644  -2.032
H  -1.272  2.725  -0.321
H  0.826  -3.480  0.971
H  2.407  -3.039  -0.473
H  0.591  -3.992  -1.111
C  -3.550  -4.839  3.002
C  -3.178  -4.745  1.653
C  -2.599  -3.560  1.188
C  -2.466  -2.476  2.055
C  -2.745  -2.587  3.425
C  -3.292  -3.790  3.902
As  -1.808  -0.812  1.167
C  -3.337  -0.505  -0.068
C  -3.092  -0.491  -1.421
C  -4.184  -0.411  -2.306
C  -5.475  -0.227  -1.770
C  -5.700  -0.248  -0.393
C  -4.628  -0.431  0.490
C  -1.794  0.436  2.705
C  -2.813  1.383  2.835
C  -2.854  2.174  3.993
C  -1.840  2.045  4.957
C  -0.773  1.152  4.772
C  -0.751  0.340  3.630
H  -4.025  -5.757  3.359
H  -3.324  -5.583  0.962
H  -2.248  -3.469  0.157
H  -2.543  -1.752  4.101
H  -3.512  -3.914  4.970
H  -2.036  -0.555  -1.754
H  -4.034  -0.480  -3.382
H  -6.328  -0.066  -2.439
H  -6.702  -0.133  0.028
H  -4.750  -0.510  1.571
H  -3.570  1.466  2.054
H  -3.685  2.871  4.145
H  -1.890  2.645  5.872
H  0.024  1.064  5.519
H  0.060  -0.376  3.465

Cartesian forces, eV/Å:
-2.547 1.585 -0.177
-0.954 0.722 -1.213
-0.087 -2.343 -0.624
0.423 -1.492 -0.422
3.651 1.519 0.711
1.934 2.690 -1.788
2.062 -3.308 -0.262
-0.247 0.509 0.592
0.105 -0.330 0.341
0.256 0.363 -0.744
0.346 0.596 0.615
-0.078 -0.145 0.192
0.296 -0.462 0.003
-0.046 -0.095 -0.014
-0.097 -0.315 -0.167
0.124 0.057 0.074
0.127 0.258 0.137
-0.276 -0.291 0.318
0.580 0.403 -0.058
-0.205 -0.270 -0.279
0.085 -0.009 -0.458
-5.041 0.359 3.609
0.042 0.054 1.931
-0.040 -0.174 -0.798
-0.205 0.195 0.641
0.300 -0.093 -0.435
0.304 -0.052 0.672
0.349 0.082 -0.960
-0.194 0.100 -0.829
0.172 -0.106 0.519
0.292 -0.205 -0.065
-0.110 -0.030 -0.079
-0.286 -0.074 -0.292
-0.192 0.125 0.181
0.227 0.339 -0.082
0.014 0.296 0.373
-0.317 -0.071 0.156
-0.163 -0.277 -0.213
0.043 0.099 -0.536
-1.139 -0.115 -0.082
-0.052 0.165 0.273
0.419 -0.197 0.216
0.272 -0.039 -0.340
-0.173 0.035 -0.346
0.123 0.082 0.336
0.425 -0.225 -0.044
0.060 -0.217 -0.411
-0.367 0.098 -0.319
-0.217 0.204 0.142

Summary:
- Kohn-Sham gap (alpha / beta) (eV) = 7.302 / 6.626
- LUMO level (alpha / beta) (eV) = -3.0857 / -5.1382
- E_HOMO (alpha / beta) (Eh) = -0.382 / -0.432
- 2S+1 = 5
- total charge = +1
- relative energy (zero: lowest compared OMol25 entry of this formula, charge and spin) (kcal/mol) = 24.9